The following is a DFT calculation (ωB97M-V/def2-TZVPD) of a cluster of 12 separate species, C78H77ClF11IO5S in total in a non-equilibrium geometry.

HOMO level ... -8.82 eV
Gap between HOMO and LUMO ... 9.317 eV
SMILES ... COCCC[C@]1(C[C@@H](C)Cl)OS(=O)(=O)O[C@H]1CCCI.Fc1ccccc1.Fc1ccccc1.Fc1ccccc1.Fc1ccccc1.Fc1ccccc1.Fc1ccccc1.Fc1ccccc1.Fc1ccccc1.Fc1ccccc1.Fc1ccccc1.Fc1ccccc1
Total charge ... 0
Maximum force ... 2.787 eV/Å

Last column: Löwdin charge in e.
CARTESIAN COORDINATES (ANGSTROEM)
C 8.625 -2.918 1.702  -0.1114
O 7.443 -2.337 1.191  -0.1710
C 6.851 -3.193 0.225  -0.2540
C 5.666 -2.514 -0.420  -0.1373
C 5.147 -3.200 -1.702  -0.1095
C 3.831 -4.036 -1.470  -0.3929
C 2.762 -2.932 -1.374  -0.1317
C 1.642 -3.093 -0.324  -0.6206
C 1.513 -1.832 0.534  -0.1277
Cl 0.070 -3.209 -1.244  0.6326
O 4.130 -4.844 -0.285  -0.1265
S 4.956 -6.122 -0.831  0.6334
O 4.402 -7.356 -0.421  -0.2497
O 6.356 -6.038 -0.613  -0.2168
O 4.756 -5.961 -2.448  -0.1297
C 3.728 -4.989 -2.640  -0.2877
C 2.428 -5.764 -2.956  -0.0915
C 1.513 -6.178 -1.780  -0.3013
C 1.422 -7.699 -1.556  -0.6401
I 1.231 -8.201 0.528  0.7881
H 8.670 -3.988 1.514  0.0841
H 8.698 -2.759 2.774  0.0838
H 9.512 -2.473 1.247  0.0847
H 6.489 -4.079 0.738  0.1037
H 7.586 -3.534 -0.506  0.1275
H 4.877 -2.450 0.325  0.1181
H 5.946 -1.485 -0.633  0.1227
H 5.918 -3.781 -2.201  0.1228
H 4.904 -2.381 -2.373  0.1201
H 3.254 -1.995 -1.158  0.0988
H 2.347 -2.824 -2.369  0.1144
H 1.768 -3.962 0.303  0.0955
H 2.018 -1.959 1.482  0.0715
H 0.462 -1.652 0.718  0.0460
H 1.881 -0.961 0.005  0.0806
H 3.838 -4.320 -3.491  0.1613
H 2.760 -6.688 -3.420  0.1169
H 1.825 -5.256 -3.700  0.1157
H 1.762 -5.718 -0.835  0.0360
H 0.514 -5.844 -2.016  0.0697
H 0.510 -8.053 -2.010  0.0250
H 2.236 -8.237 -2.015  0.0188
F 0.706 -2.553 3.258  0.0415
C -0.155 -1.647 3.769  -0.2834
C 0.254 -0.334 3.889  -0.0279
C -0.629 0.602 4.402  -0.0923
C -1.902 0.214 4.790  -0.0870
C -2.298 -1.112 4.662  -0.0783
C -1.420 -2.054 4.145  -0.0035
H 1.253 -0.052 3.583  0.1147
H -0.325 1.636 4.492  0.1005
H -2.592 0.947 5.188  0.1011
H -3.289 -1.405 4.961  0.0798
H -1.712 -3.090 4.027  0.1185
F 1.273 2.502 2.629  0.0472
C 0.592 3.026 1.588  -0.2813
C -0.411 2.270 1.011  -0.0100
C -1.124 2.802 -0.052  -0.0825
C -0.822 4.074 -0.523  -0.0912
C 0.193 4.814 0.068  -0.0864
C 0.908 4.290 1.136  -0.0111
H -0.625 1.279 1.392  0.1086
H -1.916 2.227 -0.510  0.0927
H -1.380 4.488 -1.353  0.1052
H 0.428 5.803 -0.302  0.0860
H 1.697 4.854 1.617  0.1198
F -4.576 -2.819 4.622  0.0338
C -5.908 -3.017 4.721  -0.2763
C -6.638 -3.137 3.559  -0.0212
C -8.008 -3.327 3.645  -0.0788
C -8.626 -3.390 4.888  -0.0938
C -7.870 -3.265 6.046  -0.0790
C -6.498 -3.080 5.965  -0.0122
H -6.132 -3.077 2.604  0.1169
H -8.595 -3.426 2.741  0.1053
H -9.696 -3.536 4.952  0.1003
H -8.349 -3.307 7.015  0.1048
H -5.889 -2.983 6.855  0.1163
F -2.995 0.091 -0.160  0.0453
C -4.338 -0.037 -0.108  -0.2799
C -5.050 -0.113 -1.288  -0.0171
C -6.429 -0.250 -1.231  -0.0814
C -7.075 -0.301 -0.002  -0.0855
C -6.340 -0.218 1.173  -0.0948
C -4.959 -0.090 1.123  -0.0116
H -4.528 -0.065 -2.235  0.1170
H -7.000 -0.318 -2.147  0.1043
H -8.151 -0.405 0.038  0.1024
H -6.839 -0.253 2.127  0.0814
H -4.366 -0.032 2.028  0.1183
F 1.501 8.094 -1.096  0.0472
C 2.651 7.633 -1.637  -0.2874
C 2.669 6.370 -2.191  -0.0223
C 3.847 5.898 -2.750  -0.0719
C 4.989 6.687 -2.741  -0.0884
C 4.949 7.955 -2.174  -0.0750
C 3.772 8.437 -1.620  -0.0189
H 1.771 5.767 -2.183  0.1024
H 3.874 4.912 -3.194  0.1068
H 5.905 6.316 -3.173  0.0795
H 5.838 8.571 -2.162  0.1055
H 3.718 9.425 -1.181  0.1163
F 6.982 5.817 -4.845  0.0339
C 6.992 6.403 -6.062  -0.2783
C 5.872 6.302 -6.861  -0.0048
C 5.882 6.909 -8.107  -0.0782
C 7.008 7.597 -8.538  -0.0895
C 8.127 7.683 -7.720  -0.0835
C 8.121 7.086 -6.468  -0.0184
H 5.007 5.756 -6.508  0.1197
H 5.014 6.844 -8.738  0.0716
H 7.015 8.068 -9.512  0.0990
H 9.006 8.215 -8.056  0.1043
H 8.978 7.147 -5.811  0.1171
F -5.520 4.961 0.328  0.0547
C -4.725 5.686 1.142  -0.3163
C -3.651 5.071 1.753  -0.0271
C -2.833 5.817 2.587  -0.0719
C -3.102 7.161 2.805  -0.0903
C -4.190 7.761 2.185  -0.0810
C -5.008 7.022 1.342  -0.0211
H -3.461 4.020 1.576  0.1142
H -1.984 5.347 3.065  0.1061
H -2.464 7.740 3.459  0.1012
H -4.403 8.807 2.357  0.1040
H -5.856 7.473 0.843  0.1182
F 1.247 -9.946 -3.213  0.0371
C 1.869 -11.137 -3.346  -0.2746
C 3.241 -11.192 -3.212  -0.0113
C 3.878 -12.416 -3.344  -0.0795
C 3.140 -13.560 -3.615  -0.0969
C 1.761 -13.481 -3.751  -0.0839
C 1.115 -12.262 -3.611  -0.0161
H 3.799 -10.287 -3.005  0.1175
H 4.952 -12.477 -3.234  0.1059
H 3.640 -14.513 -3.721  0.1004
H 1.185 -14.371 -3.966  0.1042
H 0.041 -12.179 -3.704  0.1175
F 2.905 7.265 -8.396  0.0450
C 2.433 8.166 -9.284  -0.2770
C 3.205 8.509 -10.376  -0.0178
C 2.709 9.432 -11.285  -0.0804
C 1.460 10.004 -11.087  -0.0958
C 0.702 9.649 -9.980  -0.0813
C 1.187 8.719 -9.071  -0.0150
H 4.179 8.058 -10.512  0.1061
H 3.299 9.705 -12.149  0.1055
H 1.078 10.726 -11.795  0.1013
H -0.269 10.096 -9.822  0.1054
H 0.609 8.424 -8.206  0.1185
F -6.417 -4.013 10.711  0.0533
C -5.295 -4.584 10.230  -0.2940
C -5.363 -5.852 9.687  -0.0215
C -4.208 -6.435 9.187  -0.0830
C -3.002 -5.750 9.243  -0.0959
C -2.952 -4.478 9.796  -0.0830
C -4.106 -3.886 10.289  -0.0216
H -6.310 -6.373 9.658  0.1165
H -4.250 -7.424 8.753  0.1050
H -2.102 -6.208 8.855  0.1015
H -2.013 -3.944 9.843  0.1051
H -4.088 -2.892 10.716  0.1165
F -6.847 0.495 4.143  0.0385
C -6.910 1.827 4.375  -0.2743
C -6.482 2.702 3.396  -0.0014
C -6.551 4.065 3.641  -0.0645
C -7.034 4.532 4.856  -0.0863
C -7.454 3.634 5.827  -0.0833
C -7.398 2.269 5.587  -0.0183
H -6.102 2.319 2.458  0.1049
H -6.226 4.764 2.882  0.0829
H -7.082 5.596 5.045  0.1023
H -7.827 3.996 6.776  0.1040
H -7.727 1.552 6.328  0.1170

The following is a DFT calculation (ωB97M-V/def2-TZVPD) of a cluster of 11 separate species, C79H165N7O19 in total in a non-equilibrium geometry.

HOMO level ... -7.79 eV
Gap between HOMO and LUMO ... 6.173 eV
SMILES ... CC1(C)CCCC(C)(C)N1O.CC1(C)CCCC(C)(C)N1O.CC1(C)CCCC(C)(C)N1O.CC1(C)CCCC(C)(C)N1O.CC1(C)CCCC(C)(C)N1O.CC1(C)CCCC(C)(C)N1O.CC1(C)CCCC(C)(C)N1O.CCOC(=O)OC.CCOC(=O)OC.CCOC(=O)OC.CCOC(=O)OC
Total charge ... 0
Maximum force ... 3.916 eV/Å
Energy relative to the best compared isomer or geometry (same formula, charge and spin) ... 2.735 eV

Last column: Löwdin charge in e.
CARTESIAN COORDINATES (ANGSTROEM)
C -5.481 -3.620 -0.891  -0.0173
C -6.242 -2.975 0.291  -0.5312
C -7.710 -3.228 0.177  -0.1463
C -8.045 -4.730 0.395  -0.1746
C -7.515 -5.060 1.749  -0.1741
C -6.046 -4.832 2.058  -0.5082
N -5.728 -3.490 1.575  -0.0741
O -4.323 -3.224 1.647  -0.0325
C -5.862 -4.795 3.651  -0.0042
C -5.163 -5.934 1.492  -0.0334
C -6.192 -1.465 0.381  -0.0275
H -5.638 -4.709 -0.953  0.0629
H -4.344 -3.475 -0.713  0.1007
H -5.774 -3.256 -1.906  0.0824
H -8.252 -2.694 0.959  0.1220
H -8.037 -2.883 -0.797  0.1218
H -7.602 -5.266 -0.409  0.0855
H -9.099 -4.989 0.415  0.1128
H -7.693 -6.172 1.963  0.1441
H -8.133 -4.509 2.540  0.1359
H -6.688 -4.142 4.081  0.1005
H -6.000 -5.764 4.100  0.0671
H -4.878 -4.456 3.913  0.0492
H -5.034 -6.749 2.166  0.0598
H -5.734 -6.393 0.574  0.1095
H -4.181 -5.550 1.171  0.0818
H -6.769 -1.062 -0.418  0.0717
H -5.205 -0.969 0.439  0.0865
H -6.706 -1.223 1.310  0.0837
H -4.152 -2.840 2.505  0.0505
C -0.535 -1.615 -4.311  -0.0216
C -1.200 -1.079 -5.572  -0.5276
C -0.951 -2.052 -6.709  -0.1241
C -1.744 -3.341 -6.445  -0.1882
C -3.197 -3.045 -6.303  -0.1650
C -3.553 -1.968 -5.226  -0.4703
N -2.626 -0.832 -5.539  -0.0433
O -2.966 0.141 -4.547  -0.0763
C -5.023 -1.601 -5.500  -0.0309
C -3.519 -2.635 -3.824  -0.0346
C -0.569 0.279 -5.941  -0.0081
H -0.684 -2.633 -4.086  0.0399
H -1.140 -1.111 -3.488  0.1055
H 0.479 -1.291 -4.118  0.0698
H -1.237 -1.683 -7.686  0.1225
H 0.087 -2.257 -6.736  0.1070
H -1.459 -3.845 -5.466  0.1229
H -1.656 -4.101 -7.229  0.1132
H -3.687 -3.992 -5.953  0.1282
H -3.644 -2.621 -7.240  0.1326
H -5.244 -0.861 -4.738  0.0721
H -5.228 -1.151 -6.449  0.0755
H -5.591 -2.520 -5.484  0.0853
H -2.600 -2.994 -3.435  0.0497
H -4.023 -2.095 -2.985  0.0803
H -4.138 -3.550 -3.922  0.0867
H -0.821 1.038 -5.194  0.0577
H -1.003 0.581 -6.861  0.0748
H 0.524 0.186 -6.052  0.0912
H -2.912 1.033 -4.930  0.1093
C -4.092 3.451 2.526  -0.0227
C -3.011 2.978 3.626  -0.4740
C -2.509 1.584 3.218  -0.1349
C -1.208 1.110 3.849  -0.1791
C -0.101 2.126 3.587  -0.1171
C -0.511 3.584 3.978  -0.4712
N -1.876 3.848 3.481  -0.1133
O -2.285 5.153 3.812  -0.0417
C -0.469 3.854 5.484  -0.0231
C 0.554 4.511 3.318  -0.0426
C -3.715 2.941 5.053  -0.0188
H -4.700 4.380 2.831  0.1055
H -4.826 2.653 2.397  0.0651
H -3.725 3.510 1.493  0.0260
H -3.368 0.860 3.349  0.1240
H -2.379 1.592 2.079  0.1239
H -0.790 0.203 3.488  0.0624
H -1.409 0.908 4.921  0.1204
H 0.152 2.100 2.539  0.1115
H 0.729 1.887 4.237  0.1086
H -1.147 4.653 5.684  0.0646
H -0.731 2.969 6.046  0.0742
H 0.543 4.188 5.760  0.0881
H 0.385 4.502 2.265  0.0533
H 0.599 5.529 3.761  0.0961
H 1.587 4.051 3.364  0.0773
H -3.312 2.124 5.703  0.0789
H -4.808 2.748 4.872  0.0744
H -3.606 3.939 5.545  0.0817
H -2.103 5.604 2.968  0.0645
C 5.374 0.618 2.305  -0.0395
C 5.698 2.028 1.691  -0.4772
C 6.150 1.806 0.177  -0.1138
C 6.185 3.130 -0.607  -0.1830
C 4.892 3.819 -0.442  -0.1456
C 4.538 4.125 1.037  -0.5156
N 4.441 2.783 1.741  -0.0580
O 4.044 2.934 3.099  -0.0082
C 5.458 5.133 1.555  -0.0470
C 3.142 4.751 1.092  -0.0422
C 6.889 2.531 2.497  -0.0410
H 5.508 0.482 3.395  0.0797
H 6.131 -0.064 1.870  0.0904
H 4.371 0.268 2.098  0.0545
H 7.165 1.426 0.227  0.1074
H 5.451 1.122 -0.266  0.0915
H 6.380 3.006 -1.704  0.1276
H 7.059 3.585 -0.124  0.1058
H 4.041 3.217 -0.833  0.1143
H 4.855 4.784 -0.942  0.1218
H 5.282 6.114 1.242  0.0752
H 5.513 5.107 2.635  0.0991
H 6.484 4.834 1.242  0.0772
H 3.201 5.664 0.439  0.0951
H 2.295 4.179 0.756  0.0710
H 3.017 5.083 2.129  0.0730
H 7.705 1.785 2.417  0.1005
H 6.573 2.533 3.561  0.0936
H 7.253 3.499 2.338  0.0386
H 3.381 2.280 3.198  0.0661
C -0.933 2.756 -2.637  -0.0399
C -2.157 3.478 -2.121  -0.4930
C -2.205 4.922 -2.682  -0.1196
C -3.557 5.613 -2.552  -0.1767
C -4.694 4.712 -3.049  -0.1607
C -4.654 3.377 -2.406  -0.5541
N -3.342 2.826 -2.730  -0.0983
O -3.380 1.553 -2.231  -0.0776
C -5.034 3.382 -0.948  -0.0282
C -5.652 2.441 -3.196  -0.0245
C -2.089 3.470 -0.551  -0.0232
H -0.883 2.730 -3.777  0.0966
H -1.004 1.757 -2.116  0.0947
H 0.053 3.126 -2.365  0.0768
H -1.432 5.449 -2.173  0.1013
H -2.063 4.827 -3.770  0.1252
H -3.540 6.513 -3.182  0.1117
H -3.887 5.956 -1.563  0.1028
H -4.632 4.506 -4.230  0.1622
H -5.696 5.135 -2.919  0.1200
H -6.118 3.401 -0.873  0.0873
H -4.659 2.473 -0.357  0.1043
H -4.571 4.265 -0.491  0.0627
H -6.657 2.919 -3.117  0.0937
H -5.394 2.368 -4.261  0.0754
H -5.586 1.396 -2.898  0.0698
H -2.427 4.448 -0.162  0.0798
H -1.036 3.473 -0.290  0.0644
H -2.406 2.463 -0.149  0.0883
H -3.148 0.949 -2.946  0.0577
C 7.319 -2.484 -3.236  -0.0083
C 7.271 -1.100 -3.829  -0.5137
C 8.065 -1.094 -5.175  -0.1424
C 7.473 -1.703 -6.401  -0.1742
C 6.078 -1.122 -6.540  -0.1380
C 5.192 -1.191 -5.261  -0.5076
N 5.929 -0.572 -4.193  -0.0813
O 5.141 -0.524 -3.017  -0.0407
C 3.933 -0.352 -5.622  -0.0155
C 4.738 -2.609 -4.981  -0.0159
C 7.917 -0.124 -2.933  -0.0409
H 6.620 -2.494 -2.405  0.0632
H 8.326 -2.693 -2.923  0.0925
H 6.946 -3.299 -3.811  0.0679
H 8.310 -0.115 -5.493  0.1089
H 9.036 -1.476 -4.953  0.1085
H 7.403 -2.792 -6.363  0.1124
H 8.012 -1.423 -7.271  0.1024
H 5.540 -1.603 -7.299  0.0944
H 6.041 -0.006 -6.826  0.1496
H 3.061 -0.983 -5.382  0.0671
H 3.953 0.624 -5.167  0.0814
H 3.902 -0.178 -6.712  0.0819
H 4.466 -2.754 -3.924  0.0691
H 3.788 -2.730 -5.465  0.0758
H 5.412 -3.382 -5.287  0.0757
H 9.024 -0.468 -2.818  0.1301
H 7.531 -0.119 -1.929  0.0615
H 7.795 0.895 -3.222  0.0812
H 4.810 -1.443 -2.861  0.0498
C 2.244 -0.928 4.269  -0.0259
C 2.775 -2.361 4.450  -0.4516
C 2.305 -2.986 5.818  -0.1422
C 2.771 -4.427 5.938  -0.1547
C 2.149 -5.233 4.717  -0.1217
C 2.458 -4.678 3.332  -0.5237
N 2.149 -3.228 3.340  -0.0585
O 2.544 -2.659 2.090  -0.0832
C 3.849 -5.064 2.878  -0.0265
C 1.474 -5.250 2.290  -0.0317
C 4.312 -2.186 4.310  -0.0209
H 2.674 -0.324 5.014  0.0674
H 1.146 -0.878 4.214  0.0754
H 2.764 -0.646 3.323  0.0746
H 2.785 -2.346 6.559  0.1148
H 1.246 -2.728 5.898  0.1041
H 2.374 -4.829 6.910  0.1178
H 3.892 -4.477 5.945  0.1088
H 1.083 -5.358 4.972  0.1131
H 2.496 -6.269 4.793  0.1139
H 3.809 -6.141 2.708  0.0849
H 4.149 -4.593 1.933  0.0657
H 4.634 -4.850 3.647  0.0865
H 1.677 -4.928 1.212  0.0989
H 1.559 -6.317 2.242  0.0676
H 0.421 -5.044 2.470  0.0736
H 4.860 -3.067 4.659  0.0665
H 4.597 -1.311 4.783  0.0496
H 4.399 -2.105 3.220  0.0736
H 1.692 -2.651 1.595  0.0382
C -1.123 -2.912 3.988  -0.0574
C -2.172 -3.152 5.025  -0.0921
O -3.433 -2.632 4.340  -0.0100
C -4.149 -1.835 5.034  -0.6495
O -3.946 -1.409 6.163  0.0898
O -5.168 -1.377 4.299  -0.0191
C -5.854 -0.296 4.887  -0.0462
H -1.030 -1.864 3.802  0.0509
H -1.418 -3.288 3.018  0.0817
H -0.213 -3.381 4.370  0.0591
H -2.148 -2.515 5.987  0.1493
H -2.342 -4.203 5.204  0.1193
H -5.150 0.512 5.138  0.0712
H -6.333 -0.619 5.829  0.1099
H -6.534 0.060 4.130  0.0927
C 2.218 0.956 -0.670  -0.0351
C 1.858 -0.311 -1.413  -0.1938
O 1.644 -1.291 -0.411  0.0290
C 0.434 -1.520 0.077  -0.5869
O 0.217 -2.359 0.901  0.1257
O -0.506 -0.734 -0.432  -0.0010
C -1.898 -1.116 -0.092  0.0328
H 1.395 1.368 -0.022  0.0930
H 2.555 1.733 -1.354  0.0664
H 3.082 0.727 0.000  0.0739
H 2.683 -0.706 -2.034  0.1185
H 1.007 -0.262 -2.022  0.0868
H -2.166 -2.101 -0.408  0.0814
H -2.468 -0.364 -0.605  0.0778
H -2.070 -1.117 0.973  0.0826
C 4.903 -2.262 -0.088  -0.0715
C 4.437 -3.469 -0.830  -0.2142
O 3.673 -2.921 -1.946  -0.0753
C 2.606 -3.836 -2.249  -0.5205
O 1.574 -3.334 -2.568  0.1585
O 2.971 -5.120 -2.064  -0.0150
C 1.847 -6.050 -2.348  0.0209
H 4.114 -1.735 0.388  0.0456
H 5.430 -1.547 -0.687  0.0567
H 5.476 -2.704 0.744  0.0983
H 3.815 -4.087 -0.163  0.1093
H 5.340 -4.045 -1.159  0.1363
H 1.865 -6.180 -3.404  0.0859
H 0.899 -5.685 -1.977  0.0946
H 2.069 -7.010 -1.885  0.0957
C 0.742 7.985 1.331  -0.0697
C -0.140 8.355 0.163  -0.2033
O -1.458 8.880 0.470  0.0274
C -2.290 8.126 1.228  -0.5494
O -2.177 6.952 1.552  0.0933
O -3.350 8.884 1.505  -0.0026
C -4.324 8.321 2.397  -0.0272
H 1.779 7.996 0.941  0.0817
H 0.523 6.978 1.750  0.0599
H 0.630 8.758 2.133  0.1010
H -0.289 7.407 -0.411  0.1268
H 0.256 9.123 -0.469  0.1147
H -4.833 7.442 1.975  0.0993
H -4.997 9.204 2.599  0.1147
H -3.862 8.035 3.328  0.0873